{"formula": "C38H26BrCl2F6N4O4Ru", "method": "ωB97M-V/def2-TZVPD", "symbols": ["Ru", "Br", "Cl", "Cl", "F", "F", "F", "F", "F", "F", "O", "O", "O", "O", "N", "N", "N", "N", "C", "C", "C", "C", "C", "C", "C", "C", "C", "C", "C", "C", "C", "C", "C", "C", "C", "C", "C", "C", "C", "C", "C", "C", "C", "C", "C", "C", "C", "C", "C", "C", "C", "C", "C", "C", "C", "C", "H", "H", "H", "H", "H", "H", "H", "H", "H", "H", "H", "H", "H", "H", "H", "H", "H", "H", "H", "H", "H", "H", "H", "H", "H", "H"], "coordinates": [[0.893190, 0.547380, -0.016049], [-2.714903, -1.184290, -6.247429], [-3.852141, 2.636549, 0.632488], [-1.414255, 7.381186, -0.149107], [3.594705, 0.939044, 1.829254], [4.725252, -0.054019, -2.662045], [4.803525, 1.969652, -1.933254], [5.658536, 0.464954, 1.436752], [6.302991, 0.544293, -1.304998], [4.820305, 2.301129, 0.691187], [-1.098734, 1.537849, 0.358621], [2.819861, 0.594636, -0.790583], [-1.073033, -0.762925, -0.510967], [0.383633, 0.494584, -2.332994], [-3.143443, -1.989136, 0.228568], [0.887699, 0.441874, 2.071227], [-4.576606, -2.797551, -1.189970], [1.098039, 2.866692, -0.257912], [0.828385, 0.168273, 4.805777], [-0.061502, 5.000514, -0.174652], [4.370011, -1.248562, -0.171595], [1.167664, 5.648290, -0.432019], [1.371880, -2.362575, -0.698805], [1.656727, -3.681395, -0.389754], [-1.196825, 2.808130, 0.224451], [-4.124502, -2.613900, 0.982751], [1.816782, -4.073169, 0.940500], [-2.440676, 4.915816, 0.211664], [4.552241, 0.998114, 0.890891], [1.339120, -1.824001, 1.639479], [-5.407982, -3.468162, 2.770412], [0.613724, 1.409645, 4.221565], [-3.424260, -2.098589, -1.071639], [-2.629023, -1.542575, -2.110624], [-2.231779, -1.047176, -4.417805], [-2.998360, -1.646000, -3.472428], [1.293753, 0.985279, -3.319299], [4.091361, 0.243335, -0.396365], [-0.033047, 3.594153, -0.071063], [-1.308696, 5.646028, -0.023812], [-4.288644, -2.770814, 2.348669], [1.227744, -1.413801, 0.311240], [-1.076601, -0.308915, -4.073857], [-6.166614, -3.835173, 0.493904], [2.293647, 4.898062, -0.615261], [-5.048556, -3.133456, 0.077147], [4.993925, 0.689891, -1.574808], [-2.389909, 3.522271, 0.330515], [-0.706471, -0.207352, -2.765878], [1.072229, -0.926923, 4.001152], [1.109391, -0.768498, 2.618957], [-6.330893, -3.992568, 1.860522], [1.653092, -3.148898, 1.953978], [2.214496, 3.495278, -0.540860], [0.648683, 1.500825, 2.845864], [-1.454804, -0.841466, -1.713661], [3.996603, -1.803380, -1.026416], [-0.511813, 0.181297, -4.852649], [-5.034959, -2.991400, -2.061986], [0.422482, 2.290427, 4.816863], [3.247196, 5.363088, -0.824160], [-6.876980, -4.243928, -0.212139], [1.779403, -3.458768, 2.984923], [-3.882666, -2.192118, -3.775475], [1.233320, -1.903591, 4.434480], [1.770492, -4.410408, -1.183334], [1.274404, -2.062345, -1.736639], [1.198776, 6.728176, -0.483732], [1.587533, 0.181158, -3.996517], [3.858160, -1.597761, 0.721922], [0.798309, 0.058690, 5.882148], [-2.288664, -1.478671, 0.487982], [-3.576416, -2.363898, 3.053356], [5.437465, -1.425538, -0.060872], [2.162130, 1.336366, -2.774030], [0.477422, 2.437596, 2.334311], [-7.192409, -4.532012, 2.229306], [0.832453, 1.798478, -3.882957], [-3.393063, 5.418914, 0.310804], [3.073742, 2.877037, -0.742042], [-5.570498, -3.610452, 3.830100], [2.067223, -5.098826, 1.178732]], "atomic_forces_ev_per_a": [[-0.192, 0.302, -0.127], [0.048, 0.030, 0.029], [-0.024, 0.027, 0.011], [0.017, -0.014, 0.003], [-0.001, -0.040, -0.017], [0.026, 0.004, 0.001], [0.008, 0.003, -0.032], [0.035, -0.007, -0.044], [-0.003, 0.036, -0.003], [-0.059, 0.011, -0.036], [0.409, -0.349, 0.157], [-0.424, -0.105, 0.892], [-0.071, -0.113, -0.145], [0.250, -0.077, 0.375], [-0.048, -0.087, 0.240], [0.432, 0.160, -0.844], [-0.072, -0.011, -0.010], [0.117, -0.063, -0.136], [-0.015, -0.009, 0.002], [0.026, 0.002, -0.025], [-0.156, 0.042, -0.026], [0.018, -0.034, 0.011], [0.037, -0.150, 0.078], [-0.007, 0.076, -0.012], [-0.074, -0.036, -0.002], [-0.052, -0.010, -0.113], [0.002, -0.028, 0.016], [-0.033, 0.014, -0.002], [-0.063, -0.013, 0.010], [0.049, -0.061, -0.050], [-0.002, -0.008, 0.012], [0.005, -0.032, -0.015], [-0.033, -0.010, -0.019], [0.070, 0.065, -0.087], [-0.071, -0.038, -0.114], [-0.017, -0.007, 0.049], [0.002, 0.095, -0.060], [0.152, 0.055, -0.036], [-0.043, 0.010, 0.036], [-0.039, -0.004, 0.023], [0.027, 0.013, 0.044], [-0.078, 0.288, -0.241], [0.006, 0.028, 0.023], [-0.022, -0.014, 0.001], [-0.026, 0.058, -0.003], [0.035, -0.003, -0.032], [0.006, -0.074, -0.010], [0.043, -0.022, 0.051], [0.044, 0.100, -0.149], [0.003, 0.027, 0.052], [-0.053, -0.005, 0.136], [0.015, 0.015, -0.016], [-0.012, -0.022, 0.051], [-0.039, 0.033, -0.081], [-0.056, 0.070, 0.035], [-0.096, -0.004, 0.159], [-0.022, -0.021, 0.003], [-0.007, -0.032, -0.018], [0.011, -0.011, 0.000], [-0.012, 0.007, -0.018], [0.002, -0.017, -0.005], [-0.008, 0.011, 0.010], [-0.019, -0.005, -0.005], [0.000, 0.003, 0.013], [0.012, 0.000, -0.016], [0.015, -0.008, 0.009], [0.008, 0.001, -0.004], [-0.007, -0.003, -0.030], [0.001, -0.024, 0.032], [-0.015, -0.022, 0.015], [0.018, -0.008, -0.004], [0.058, 0.071, -0.075], [0.005, 0.005, -0.018], [0.003, -0.016, 0.003], [-0.012, 0.005, 0.010], [0.025, -0.016, 0.000], [0.005, -0.001, 0.010], [-0.035, -0.013, 0.008], [-0.003, -0.019, 0.007], [0.002, -0.001, 0.063], [-0.014, -0.003, -0.005], [-0.011, 0.001, -0.001]], "lowdin_charge": [1.41, 0.73, 0.67, 0.67, 0.15, 0.15, 0.14, 0.15, 0.15, 0.15, -0.17, -0.26, -0.11, -0.16, 0.22, -0.01, 0.20, 0.05, -0.05, -0.18, 0.02, -0.02, -0.10, -0.08, -0.42, -0.15, -0.09, -0.13, -0.54, -0.20, -0.08, -0.04, -0.16, -0.07, -0.69, -0.10, -0.03, -0.42, -0.15, -0.62, 0.00, -0.21, -0.04, -0.01, -0.03, -0.17, -0.56, -0.59, -0.19, 0.00, -0.20, -0.08, -0.04, -0.11, -0.09, -0.27, 0.09, 0.10, 0.16, 0.11, 0.11, 0.11, 0.10, 0.10, 0.11, 0.10, 0.11, 0.09, 0.11, 0.09, 0.11, 0.15, 0.12, 0.10, 0.07, 0.11, 0.10, 0.11, 0.10, 0.08, 0.11, 0.10], "spin_multiplicity": 2, "energy_ha": -6172.24503, "homo_energy_ev": [-7.06, -7.03], "gap_ev": [6.80, 6.77]}

***

{"formula": "C5H14N2S", "method": "ωB97M-V/def2-TZVPD", "symbols": ["S", "N", "N", "C", "C", "C", "C", "C", "H", "H", "H", "H", "H", "H", "H", "H", "H", "H", "H", "H", "H", "H"], "coordinates": [[-0.807167, -2.830014, 2.108147], [0.853216, 0.098760, 0.036761], [-2.623494, 1.130979, 0.122208], [-1.339251, 0.036958, 1.837613], [-0.420645, 0.333403, -0.588033], [2.661577, -0.610832, -1.576909], [2.120452, 0.408885, -0.588207], [-1.629474, 0.101297, 0.331143], [-3.258780, 1.452877, 0.823238], [-0.419088, 1.379550, -0.912149], [-2.142133, 0.480342, 2.412919], [0.908258, -0.769634, 0.551417], [3.739198, -0.783969, -1.619485], [2.094144, 1.409251, -1.028311], [-2.074225, -0.857746, 0.044426], [-0.610523, -0.241638, -1.508884], [2.230042, -1.601702, -1.407065], [2.808498, 0.511255, 0.257712], [-1.354403, -1.053258, 2.095107], [2.432489, -0.395485, -2.624673], [-0.337158, 0.390178, 2.051172], [-2.831538, 1.410538, -0.818138]], "atomic_forces_ev_per_a": [[-0.186, 1.076, -0.049], [-0.103, -0.135, 0.671], [0.381, 0.750, -0.412], [0.535, 0.017, -1.260], [0.321, 0.375, -0.706], [-0.057, -0.848, -1.143], [0.396, 0.263, 0.502], [-1.005, -0.170, 0.290], [-0.050, -0.318, 0.135], [-0.095, 0.048, 0.145], [0.076, -0.073, 0.319], [-0.083, -0.159, -0.196], [0.089, 0.410, 0.575], [-0.245, -0.057, -0.072], [0.219, -0.178, 0.100], [0.168, -0.172, 0.037], [-0.057, 0.072, 0.232], [0.182, -0.096, -0.175], [0.041, -1.213, 0.542], [-0.342, 0.242, 0.083], [-0.113, 0.213, 0.364], [-0.073, -0.049, 0.018]], "lowdin_charge": [0.19, -0.10, 0.02, -0.06, -0.20, -0.10, -0.28, -0.43, 0.06, 0.12, 0.09, 0.08, 0.06, 0.11, 0.11, 0.12, 0.07, 0.11, -0.17, 0.06, 0.08, 0.07], "energy_ha": -706.43901, "homo_energy_ev": -8.49, "gap_ev": 5.66}

***

{"formula": "C5H5NO", "method": "ωB97M-V/def2-TZVPD", "symbols": ["O", "N", "C", "C", "C", "C", "C", "H", "H", "H", "H", "H"], "coordinates": [[-0.387663, -1.803060, 0.410478], [-0.224191, -1.520283, -2.440439], [-0.664150, -0.803308, 1.030798], [-0.630177, 0.535324, 0.428779], [0.910112, 0.591899, 0.370668], [0.065488, 0.539747, -0.882275], [-0.060188, -0.707651, -1.634483], [0.063377, 1.393735, -1.544540], [1.297078, 1.466621, 0.869009], [1.537521, -0.292520, 0.478740], [-0.708181, -0.802095, 2.127350], [-1.199031, 1.401586, 0.785912]], "atomic_forces_ev_per_a": [[-0.499, -0.175, 0.893], [0.242, 0.691, 0.559], [-0.445, -0.804, 0.102], [0.412, -0.276, 0.321], [0.432, 0.415, -0.222], [0.151, 0.077, -0.274], [0.211, -0.087, -1.535], [-0.339, 0.162, 0.200], [0.358, 0.483, -0.907], [-0.544, 0.145, 0.554], [-0.468, -0.104, 0.240], [0.490, -0.526, 0.068]], "lowdin_charge": [0.03, 0.16, -0.25, -0.16, -0.04, -0.20, -0.21, 0.15, 0.11, 0.13, 0.14, 0.15], "energy_ha": -323.42940, "homo_energy_ev": -9.85, "gap_ev": 10.52}

***

Relative energy (zero: lowest compared OMol25 entry of this formula, charge and spin) values, unit eV, following the record order: 0.000, 4.112, 2.457.